DFT (ωB97M-V with the def2-TZVPD basis set) results for a molecular structure, C4H2GdO6.

Geometry as ORCA input:
```
! RIJCOSX wB97M-V def2-TZVPD def2/J DEFGRID3
* xyz 2 9
O -2.648 1.348 -2.580
C -1.682 1.574 -1.935
O -0.777 2.286 -1.746
Gd -3.866 2.401 -4.622
O -0.808 -0.123 0.285
H 0.487 1.077 1.290
O 2.315 -0.955 1.899
O 1.002 -2.244 1.114
O 2.501 -1.366 -0.300
C 0.145 0.053 1.042
C 0.753 -1.069 1.867
C 2.243 -1.747 0.820
H 0.333 -1.235 2.866
*
```

Its orbital gap (spin up / spin down) is 4.37 / 4.33 eV. As for the LUMO energy (spin up / spin down): -11.0 / -11.0 eV. For the HOMO energy (spin up / spin down), the calculation gives -15.356 / -15.356 eV. Its expectation value of S² is 20.0179.

***

DFT (ωB97M-V with the def2-TZVPD basis set) results for C4H2IN3 in the gas phase.

Geometry as ORCA input:
```
! RIJCOSX wB97M-V def2-TZVPD def2/J DEFGRID3
* xyz 0 1
C 1.350 -3.002 0.034
C 0.065 -0.813 0.102
C 0.462 -2.024 0.032
C 3.098 -0.051 -0.469
N 2.223 -3.783 -0.048
N 2.133 0.556 -0.041
N 0.889 0.418 0.186
I 4.997 0.373 0.014
H -1.022 -0.637 0.169
H 0.274 1.163 0.422
*
```

Its orbital gap (spin up / spin down) is 5.01 / 5.01 eV. As for the LUMO energy (spin up / spin down): -2.4 / -2.5 eV. For the HOMO energy (spin up / spin down), the calculation gives -7.457 / -7.456 eV.

***

DFT (ωB97M-V with the def2-TZVPD basis set) results for C4H2N2 in the gas phase.

Geometry as ORCA input:
```
! RIJCOSX wB97M-V def2-TZVPD def2/J DEFGRID3
* xyz 0 1
C -0.038 1.542 -0.031
C 0.027 0.185 0.022
C -1.189 -0.643 0.071
C 1.313 -0.401 0.132
H 1.019 1.916 0.326
H -0.801 2.091 -0.249
N -2.626 -0.526 -0.057
N 2.498 -0.632 -0.121
*
```

Its orbital gap is 8.88 eV. As for the LUMO energy: -1.6 eV. The SMILES is C=C(C#N)C#N. For the HOMO energy, the calculation gives -10.486 eV.

***

DFT (ωB97M-V with the def2-TZVPD basis set) results for a molecular structure, C4H2N2O.

Geometry as ORCA input:
```
! RIJCOSX wB97M-V def2-TZVPD def2/J DEFGRID3
* xyz 0 1
C -0.268 0.822 1.270
C -1.728 -0.346 -1.017
C 1.637 -0.262 -0.071
C 0.377 0.056 0.360
N -0.880 1.439 2.017
N -2.496 0.131 -1.750
O -0.889 -0.990 -0.319
H 1.798 -1.061 -0.774
H 2.447 0.211 0.282
*
```

Its orbital gap is 9.54 eV. As for the LUMO energy: -1.2 eV. For the HOMO energy, the calculation gives -10.781 eV.

***

DFT (ωB97M-V with the def2-TZVPD basis set) results for C4H2N2O in the gas phase.

Geometry as ORCA input:
```
! RIJCOSX wB97M-V def2-TZVPD def2/J DEFGRID3
* xyz 0 1
N -0.174 -1.427 0.557
C 0.777 -0.470 0.454
O 1.959 -0.608 0.694
C 0.314 0.830 -0.052
C 0.423 1.886 -0.765
C -1.105 2.130 -1.500
N -1.171 1.255 -0.626
H -1.151 -1.257 0.380
H 0.128 -2.340 0.859
*
```

Its orbital gap is 10.23 eV. As for the LUMO energy: -0.4 eV. For the HOMO energy, the calculation gives -10.602 eV.

***

DFT (ωB97M-V with the def2-TZVPD basis set) results for a molecular structure, C4H2N2O3S2.

Geometry as ORCA input:
```
! RIJCOSX wB97M-V def2-TZVPD def2/J DEFGRID3
* xyz 0 1
C 0.450 -1.119 -0.204
C 0.165 1.211 0.307
C -0.775 -0.713 0.185
C -2.067 -1.495 0.272
N -0.925 0.603 0.438
N -2.646 0.246 -1.585
O -2.210 -2.632 -0.040
O -3.452 1.781 0.515
O -3.078 -0.686 0.734
S 1.473 0.233 -0.232
S -3.009 0.659 -0.253
H 0.589 -2.160 -0.497
H 0.204 2.286 0.586
*
```

Its orbital gap is 10.03 eV. As for the LUMO energy: -0.3 eV. For the HOMO energy, the calculation gives -10.344 eV.

***

DFT (ωB97M-V with the def2-TZVPD basis set) results for C4H2N6S4 in the gas phase.

Geometry as ORCA input:
```
! RIJCOSX wB97M-V def2-TZVPD def2/J DEFGRID3
* xyz 0 1
C -0.592 -1.252 1.488
C 1.067 -1.649 -0.305
C -1.482 1.063 -0.086
C 0.503 0.644 -1.651
N 0.531 -0.740 1.827
N 1.569 -0.865 1.192
N -2.379 0.395 0.494
N 0.966 -0.240 -2.463
N -0.239 1.354 0.428
N 0.843 1.225 -0.458
S -0.532 -2.085 -0.038
S -2.144 -0.416 1.971
S 1.971 -1.390 -1.765
S -1.379 1.014 -1.884
H -0.278 2.117 1.024
H 1.577 0.824 0.226
*
```

Its orbital gap is 6.98 eV. As for the LUMO energy: -1.6 eV. The SMILES is N1=C2\NN/C(=N\Sc3nnc(s3)S/1)S2. For the HOMO energy, the calculation gives -8.593 eV.

***

DFT (ωB97M-V with the def2-TZVPD basis set) results for a gas-phase ion, C4H2NOS2 (charge -1).

Geometry as ORCA input:
```
! RIJCOSX wB97M-V def2-TZVPD def2/J DEFGRID3
* xyz -1 1
C 0.378 0.429 -0.226
C -0.859 -1.748 0.207
C -0.651 -0.434 0.650
C 1.168 -0.442 -0.853
N 0.308 1.827 0.124
O -1.086 0.165 1.687
S -1.721 -2.370 -1.012
S 1.709 -1.557 -1.805
H 1.194 2.261 0.388
H -0.440 1.869 0.842
*
```

Its orbital gap (spin up / spin down) is 5.98 / 5.97 eV. As for the LUMO energy (spin up / spin down): 3.3 / 3.3 eV. For the HOMO energy (spin up / spin down), the calculation gives -2.642 / -2.637 eV.

***

DFT (ωB97M-V with the def2-TZVPD basis set) results for C4H2O in the gas phase.

Geometry as ORCA input:
```
! RIJCOSX wB97M-V def2-TZVPD def2/J DEFGRID3
* xyz 0 1
C -1.528 0.491 -0.838
C -2.054 1.550 -1.220
C 0.729 -0.154 -0.115
C -0.691 0.059 0.118
O 1.509 -1.034 0.223
H 0.982 0.878 -0.543
H -0.928 0.115 1.388
*
```

Its orbital gap is 8.30 eV. As for the LUMO energy: -2.3 eV. For the HOMO energy, the calculation gives -10.556 eV.

***

DFT (ωB97M-V with the def2-TZVPD basis set) results for 2 unconnected molecules or ions with the total composition C4H2O.

Geometry as ORCA input:
```
! RIJCOSX wB97M-V def2-TZVPD def2/J DEFGRID3
* xyz 0 1
C -1.379 0.213 -0.837
C -2.549 0.333 -1.385
C 0.658 -0.119 0.823
C -0.386 -0.116 -0.159
O 1.023 -0.748 1.759
H 1.228 0.851 0.821
H 1.405 -0.414 -1.022
*
```

Its orbital gap (spin up / spin down) is 7.11 / 7.17 eV. As for the LUMO energy (spin up / spin down): -2.7 / -2.7 eV. For the HOMO energy (spin up / spin down), the calculation gives -9.798 / -9.851 eV.

***

DFT (ωB97M-V with the def2-TZVPD basis set) results for C4H2O2 in the gas phase.

Geometry as ORCA input:
```
! RIJCOSX wB97M-V def2-TZVPD def2/J DEFGRID3
* xyz 0 1
O -1.521 0.256 1.165
C -1.272 -0.307 0.134
C 0.090 -0.231 -0.520
C 0.352 -0.810 -1.659
C 1.200 0.489 0.238
O 1.392 0.279 1.401
H -2.024 -0.897 -0.413
H 1.783 1.219 -0.346
*
```

Its orbital gap is 9.07 eV. As for the LUMO energy: -1.7 eV. For the HOMO energy, the calculation gives -10.805 eV.

***

Maximum force values, unit eV/A, following the record order: 5.88; 3.48; 14.38; 6.04; 0.90; 3.35; 5.25; 2.60; 3.92; 4.49; 0.70.
E_tot values, unit hartree, following the record order: -1369.90982; -615.32175; -262.91291; -338.23863; -338.16496; -1285.11211; -2074.66777; -1079.92367; -228.61639; -228.50543; -303.92694.